Entry 1:
DFT (the ωB97M-V functional and the def2-TZVPD basis) results for a molecular structure, C44H40BrN5O11S2SiTi in a non-equilibrium geometry.

```
105
Properties=species:S:1:pos:R:3:forces:R:3:lowdin_charge:R:1
Ti -0.249 0.225 0.363 -0.205 0.851 0.374 0.891
C 1.994 1.631 3.333 -0.013 -0.124 -0.025 -0.048
C 2.164 0.152 3.219 0.098 -0.011 0.024 -0.609
N 1.806 -0.575 2.205 -0.072 -0.329 -0.032 0.081
C 2.134 -1.906 2.387 0.026 0.105 -0.254 -0.321
C 2.739 -2.183 3.570 0.111 -0.107 0.151 -0.358
S 2.922 -0.752 4.480 0.005 0.079 0.044 1.056
C 1.835 -2.912 1.350 -0.042 0.310 -0.115 -0.341
C 1.640 -4.230 1.598 -0.057 -0.181 0.119 -0.366
S 1.156 -5.025 0.170 -0.037 -0.020 -0.073 1.045
C 1.266 -3.529 -0.697 -0.037 -0.069 0.044 -0.619
N 1.647 -2.533 0.033 0.078 0.106 0.071 0.097
C 0.897 -3.462 -2.146 0.095 0.004 0.052 -0.057
H 0.938 1.893 3.344 -0.036 0.009 -0.009 0.056
H 2.451 2.111 2.470 0.021 0.009 -0.006 0.055
H 2.469 2.010 4.238 -0.003 -0.011 -0.008 0.079
H 3.093 -3.135 3.936 -0.006 0.059 -0.081 0.073
H 1.663 -4.742 2.548 -0.010 0.071 -0.060 0.078
H 1.728 -3.791 -2.773 0.006 0.033 -0.014 0.080
H 0.636 -2.441 -2.413 0.017 0.070 0.034 0.062
H 0.038 -4.101 -2.352 -0.010 0.002 0.010 0.071
O -2.959 -0.604 -0.041 -0.217 -0.095 -0.082 -0.055
C -3.078 -0.733 -1.458 0.057 -0.128 0.015 -0.321
C -1.718 -0.435 -2.150 0.056 -0.113 0.381 -0.517
O -1.643 -0.445 -3.352 0.151 0.027 -0.190 0.118
O -0.676 -0.292 -1.355 -0.470 -0.428 -1.020 -0.194
C -4.201 0.172 -1.954 -0.022 -0.073 -0.011 -0.164
C -5.480 -0.085 -1.461 -0.068 0.001 0.007 -0.027
C -6.550 0.727 -1.807 0.026 -0.007 -0.013 -0.080
C -6.353 1.805 -2.662 0.025 -0.026 0.015 -0.096
C -5.084 2.061 -3.159 0.019 -0.027 0.034 -0.071
C -4.010 1.251 -2.807 -0.032 0.048 0.001 -0.026
C -3.345 -2.210 -1.783 0.030 0.015 -0.039 -0.129
C -3.943 -2.582 -2.985 0.065 0.026 0.022 -0.021
C -4.111 -3.923 -3.298 -0.016 0.029 0.019 -0.083
C -3.679 -4.908 -2.417 0.022 0.038 0.003 -0.101
C -3.074 -4.540 -1.224 -0.025 0.024 -0.014 -0.072
C -2.904 -3.196 -0.908 -0.001 -0.031 0.014 0.002
H -3.472 0.169 0.224 0.168 0.142 -0.036 0.071
H -5.635 -0.933 -0.802 0.017 0.037 -0.032 0.129
H -7.537 0.515 -1.413 0.041 0.012 -0.011 0.099
H -7.185 2.444 -2.934 0.019 -0.018 0.004 0.096
H -4.918 2.904 -3.818 -0.009 -0.027 0.017 0.102
H -3.025 1.465 -3.196 -0.025 0.010 0.007 0.110
H -4.264 -1.817 -3.681 -0.001 -0.017 0.017 0.123
H -4.582 -4.200 -4.235 0.021 0.013 0.030 0.097
H -3.812 -5.955 -2.662 0.000 0.031 0.004 0.094
H -2.728 -5.295 -0.527 0.002 0.032 -0.007 0.104
H -2.423 -2.925 0.021 -0.021 -0.033 -0.067 0.089
C 3.377 4.618 -1.141 -0.056 -0.033 -0.024 -0.088
C 2.195 3.715 -0.762 -0.008 0.135 0.091 -0.589
C 1.121 3.853 -1.855 -0.061 -0.034 -0.002 -0.100
C 1.630 4.185 0.589 0.016 0.052 -0.007 -0.088
Si 2.581 1.872 -0.665 0.203 -0.128 0.009 0.553
O 1.241 1.106 -0.089 0.580 0.025 -0.088 -0.373
C 4.056 1.366 0.398 0.104 0.067 0.047 -0.207
C 4.303 -0.012 0.470 0.033 0.051 -0.030 -0.091
C 5.381 -0.516 1.181 -0.015 0.027 0.020 -0.081
C 6.255 0.353 1.827 -0.045 0.006 -0.028 -0.097
C 6.044 1.721 1.753 -0.044 -0.015 -0.025 -0.094
C 4.955 2.220 1.043 -0.126 -0.103 0.109 -0.092
C 3.052 1.195 -2.351 -0.109 -0.180 -0.072 -0.206
C 2.306 0.172 -2.943 -0.021 0.176 -0.098 -0.062
C 2.693 -0.385 -4.158 0.012 0.024 0.019 -0.078
C 3.841 0.061 -4.796 -0.012 0.010 0.032 -0.101
C 4.602 1.071 -4.218 -0.043 0.036 0.015 -0.097
C 4.208 1.629 -3.011 0.011 -0.087 0.043 -0.094
H 3.010 5.642 -1.282 0.009 -0.021 0.010 0.083
H 3.852 4.314 -2.077 -0.038 0.001 -0.001 0.064
H 4.143 4.654 -0.366 0.014 -0.011 -0.022 0.058
H 0.773 4.892 -1.895 0.011 -0.041 -0.010 0.086
H 0.251 3.219 -1.660 0.086 0.076 -0.015 0.007
H 1.521 3.587 -2.838 -0.004 0.033 0.041 0.080
H 1.178 5.179 0.479 0.065 -0.035 0.016 0.088
H 2.423 4.261 1.342 -0.057 -0.011 -0.032 0.074
H 0.855 3.520 0.976 -0.028 0.015 -0.050 0.044
H 3.636 -0.700 -0.043 -0.006 -0.003 0.051 0.094
H 5.540 -1.587 1.232 -0.004 0.019 -0.001 0.103
H 7.098 -0.038 2.386 -0.004 0.001 -0.007 0.096
H 6.724 2.404 2.249 -0.019 -0.008 -0.005 0.096
H 4.797 3.291 1.022 0.009 -0.001 -0.014 0.080
H 1.397 -0.163 -2.459 0.001 -0.050 -0.023 0.075
H 2.092 -1.161 -4.614 -0.035 -0.028 0.034 0.100
H 4.143 -0.375 -5.741 -0.006 0.010 0.014 0.095
H 5.502 1.422 -4.709 -0.008 -0.008 0.009 0.095
H 4.830 2.399 -2.566 0.006 -0.022 0.016 0.094
Br -1.711 2.246 -0.068 -0.294 0.363 -0.151 0.401
O -5.239 -0.720 6.260 0.051 -0.004 -0.045 0.063
N -4.642 -1.473 5.511 0.094 0.040 -0.080 -0.355
O -4.829 -2.674 5.459 0.031 0.035 -0.032 0.068
C -3.629 -0.896 4.614 -0.136 -0.221 0.073 -0.138
C -2.955 -1.725 3.729 -0.146 -0.184 0.178 0.089
C -2.011 -1.175 2.890 0.187 -0.111 -0.220 -0.084
C -1.684 0.213 2.924 0.168 0.253 -0.074 -0.231
O -0.773 0.700 2.144 -0.146 0.146 0.720 -0.248
C -2.407 0.989 3.852 -0.026 0.179 -0.038 -0.038
C -3.382 0.450 4.676 -0.040 0.166 0.166 0.063
N -2.189 2.441 4.003 -0.178 -0.060 -0.067 -0.329
O -1.112 2.912 3.714 0.149 -0.110 -0.019 0.083
O -3.123 3.095 4.441 0.082 -0.113 -0.060 0.064
N -1.329 -2.022 2.016 0.204 0.176 -0.059 -0.256
O -1.435 -3.271 2.084 -0.049 0.165 -0.006 -0.002
O -0.656 -1.512 0.977 -0.085 -1.006 0.392 -0.214
H -3.154 -2.784 3.687 0.003 0.003 -0.011 0.128
H -3.921 1.083 5.361 -0.018 0.021 -0.002 0.128
```
Forces are in eV/Å.

The LUMO energy (alpha / beta) is 1.62 / 1.69 eV. The energy above the lowest of the compared OMol25 structures with the same formula, charge and spin comes out at 43.0 kJ/mol. Its expectation value of S² is 0.7696. As for the total charge: -1. For the HOMO-LUMO gap (alpha / beta), the calculation gives 6.40 / 7.94 eV. The calculation puts the total energy at -198959.5990 eV. Its spin multiplicity is 2.


Entry 2:
DFT (the ωB97M-V functional and the def2-TZVPD basis) results for 2 unconnected molecules or ions with the total composition C5H13N2O in a non-equilibrium geometry.

```
21
Properties=species:S:1:pos:R:3:forces:R:3:nbo_charge:R:1
C 3.901 -0.291 0.314 -2.157 -1.039 -2.252 -0.218
C 2.906 0.016 -0.918 2.738 2.045 1.651 -0.232
C -4.035 0.196 -0.161 1.614 1.348 0.167 -0.615
C -2.591 -0.074 -0.577 1.398 0.239 0.404 -0.202
C -0.370 0.002 0.556 0.672 0.474 0.758 0.520
N -1.591 -0.394 0.477 -4.429 -3.962 1.769 -0.541
N 2.665 0.460 0.488 -0.968 1.854 1.401 -0.578
O 0.427 -0.361 1.456 0.158 0.436 -0.947 -0.668
H 3.793 -1.315 0.597 -0.444 -0.447 0.483 0.231
H 4.911 -0.011 0.530 0.160 1.315 -0.388 0.258
H 3.241 0.956 -1.459 -0.689 -1.761 0.058 0.239
H 2.264 -0.744 -1.373 0.371 0.340 0.407 0.253
H -4.512 0.269 -1.124 -0.737 0.476 -0.061 0.238
H -4.399 -0.653 0.320 -0.809 -1.570 0.805 0.214
H -4.196 1.047 0.537 0.191 -0.316 -0.886 0.230
H -2.605 -0.975 -1.184 0.010 0.224 -0.574 0.204
H -2.090 0.762 -1.072 -0.640 -0.029 -0.593 0.196
H -0.190 0.751 -0.246 0.669 -0.126 0.440 0.126
H -1.985 -1.267 1.072 1.889 2.848 -1.204 0.425
H 2.650 1.515 0.646 0.755 -1.781 -0.491 0.436
H 1.805 0.112 1.122 0.248 -0.569 -0.948 0.483
```
Forces are in eV/Å.

The LUMO energy is -2.75 eV. The energy above the lowest of the compared OMol25 structures with the same formula, charge and spin comes out at 279.6 kJ/mol. As for the total charge: +1. For the HOMO-LUMO gap, the calculation gives 11.16 eV. The calculation puts the total energy at -10415.2979 eV.